This record from the Open Molecules 2025 dataset describes 2 unconnected molecules or ions with the total composition C2H4O3P in a non-equilibrium geometry. The level of theory is ωB97M-V with the def2-TZVPD basis set.

Calculated values
2S+1: 1
Charge: -1
HOMO: -5.067 eV

XYZ file:
```
10
C2H4O3P, DFT ωB97M-V with the def2-TZVPD basis set
C -1.63 -0.04 -0.01
C -0.26 0.58 -0.40
O -2.65 0.64 0.00
O -1.44 -1.25 0.16
O 2.45 0.03 -0.24
P 1.09 -0.45 0.08
H -0.14 1.13 -1.33
H 0.80 1.79 0.73
H 0.86 -0.69 1.43
H 0.93 -1.73 -0.42
```

This record from the Open Molecules 2025 dataset describes a single C2H4O4 molecule in a non-equilibrium geometry. The level of theory is ωB97M-V with the def2-TZVPD basis set.

Calculated values
2S+1: 1
HOMO (spin up / spin down): -9.990 / -10.118 eV

XYZ file:
```
10
C2H4O4, DFT ωB97M-V with the def2-TZVPD basis set
C -0.62 0.75 0.33
C 0.92 -0.09 -0.05
O 0.76 0.46 -1.26
O 0.50 -1.41 0.12
O -1.65 0.26 -0.45
O 2.00 0.35 0.44
H 1.10 -1.94 -0.44
H -1.72 -0.70 -0.30
H -0.73 0.47 1.38
H -0.56 1.83 0.25
```

This record from the Open Molecules 2025 dataset describes 2 unconnected molecules or ions with the total composition C2H4O4 in a non-equilibrium geometry. The level of theory is ωB97M-V with the def2-TZVPD basis set.

Calculated values
2S+1: 1
HOMO: -8.315 eV

XYZ file:
```
10
C2H4O4, DFT ωB97M-V with the def2-TZVPD basis set
C 0.65 1.15 0.78
C -0.92 0.05 -0.82
O 0.53 0.32 1.78
O 1.69 0.74 -0.08
O -0.50 -0.70 -1.74
O -1.63 -0.66 0.01
H 1.07 -0.46 1.69
H 1.72 1.41 -0.80
H -0.72 -1.65 -1.60
H -1.90 -0.20 0.78
```

The records above give, respectively, E values of -645.6466, -379.3920, -379.4305 hartree.